1.
Entry from OMol25: a molecular structure, C34H58ClCsF32O26S in a non-equilibrium geometry (ωB97M-V with the def2-TZVPD basis set).

Element x y z (Å)
Cs: 0.74568 -3.34228 -1.25048
S: -3.00975 -3.33703 -4.20365
O: -3.15069 -2.23154 -3.28514
O: -2.85365 -4.56254 -3.42347
O: -4.16232 -3.38499 -5.06795
O: -1.76547 -3.13730 -5.02255
Cl: 0.86548 0.19849 0.38572
O: 1.37694 1.25524 1.23302
O: 1.92732 -0.17149 -0.51530
O: 0.53808 -0.92485 1.22057
O: -0.27383 0.72063 -0.30577
C: -2.66142 -3.66878 6.67800
C: -1.63087 -3.78282 7.84674
C: -0.91584 -5.21774 7.82996
F: -0.26382 -5.37652 9.02752
F: -1.92360 -6.14220 7.80996
F: -0.65181 -2.85267 7.67401
F: -2.30052 -3.57296 9.00690
O: -2.23505 -4.46117 5.53106
C: -1.62335 -3.70553 4.57459
C: -1.36739 -4.55815 3.29601
F: -0.60102 -3.86917 2.41084
F: -0.57537 -5.62392 3.65850
F: -2.54281 -2.73607 4.16082
F: -0.54105 -3.07949 4.99817
H: -2.75562 -2.61182 6.46710
H: -3.57348 -4.18114 6.92514
H: -0.18040 -5.31052 7.03124
H: -2.27163 -4.92854 2.81345
C: 5.61718 1.04391 -3.27895
C: 5.88535 2.55580 -3.28954
C: 7.04448 2.98681 -4.18269
F: 7.31606 4.34464 -4.05713
F: 8.10801 2.27932 -3.72287
F: 4.76294 3.11718 -3.78107
F: 6.03097 2.95598 -2.03103
O: 5.65765 0.45651 -4.63777
C: 4.51381 -0.11296 -4.95507
C: 4.65633 -0.91244 -6.31010
F: 3.53867 -1.50978 -6.60609
F: 4.87499 0.07397 -7.31754
F: 4.11866 -1.03857 -3.98611
F: 3.45729 0.72051 -4.99979
H: 4.61431 0.90158 -2.87961
H: 6.33217 0.44455 -2.74005
H: 6.84976 2.70002 -5.20725
H: 5.52483 -1.60217 -6.28936
C: 3.15214 2.47121 4.74308
C: 1.96649 3.36409 4.95854
C: 0.62916 2.93393 4.19157
F: 0.27983 1.67158 4.57228
F: -0.41975 3.70356 4.59396
F: 1.78706 3.25917 6.35795
F: 2.18678 4.67418 4.72054
O: 3.40037 2.20342 3.33322
C: 3.85108 3.21660 2.52219
C: 4.47029 2.59259 1.13722
F: 5.02774 3.55895 0.44990
F: 5.47898 1.80127 1.58117
F: 2.83667 4.08166 2.13439
F: 4.82029 3.93415 3.11353
H: 2.85526 1.48833 5.10407
H: 4.05492 2.91257 5.19520
H: 0.81344 2.97774 3.12186
H: 3.74793 2.01261 0.56578
C: 3.94827 -1.12244 1.89363
C: 3.51291 -2.17919 2.94171
C: 2.40041 -1.64871 3.92477
F: 2.09379 -2.56282 4.83411
F: 3.06109 -0.63342 4.61355
F: 3.00605 -3.25699 2.19968
F: 4.62383 -2.59969 3.58990
O: 5.13832 -1.70204 1.31030
C: 5.14776 -1.92446 0.01110
C: 6.55025 -2.43520 -0.44165
F: 6.40139 -2.65136 -1.77660
F: 7.41002 -1.38219 -0.27358
F: 4.15650 -2.77821 -0.34764
F: 4.89975 -0.73363 -0.63046
H: 4.28804 -0.17555 2.32028
H: 3.14598 -1.00633 1.17682
H: 1.51945 -1.25348 3.41851
H: 6.79303 -3.32127 0.15042
C: -1.66475 3.35297 1.45140
C: -2.38110 2.11568 2.01095
O: -3.03137 1.39866 0.99066
O: -2.60007 4.12502 0.64830
H: -0.87527 2.96566 0.82758
H: -1.34051 4.05145 2.23529
H: -3.17976 2.44523 2.67370
H: -1.71188 1.40834 2.46102
H: -2.32960 1.03930 0.40891
H: -3.18088 3.46160 0.23009
C: 0.34865 -0.66800 -5.61252
C: 0.30125 -0.98256 -4.15300
O: 0.32451 -2.36232 -3.82005
O: -0.92581 -0.73339 -6.21755
H: 1.05372 -1.36512 -6.13995
H: 0.68426 0.35362 -5.79979
H: -0.61480 -0.52238 -3.76363
H: 1.21133 -0.55261 -3.67280
H: -0.42540 -2.81340 -4.28903
H: -1.30938 -1.55613 -5.95511
C: -3.05446 -3.13687 -0.08170
C: -3.64121 -4.51554 -0.00698
O: -4.36064 -4.91211 -1.19111
O: -2.06697 -3.01152 -1.05967
H: -2.65191 -2.97698 0.95268
H: -3.84229 -2.40635 -0.18313
H: -4.33577 -4.48044 0.85139
H: -2.84553 -5.23856 0.22326
H: -3.85331 -4.90017 -2.01617
H: -2.52367 -2.80626 -1.92717
C: -6.27475 -0.55282 1.20868
C: -7.62642 -0.64268 0.48800
O: -8.12899 -1.97194 0.71275
O: -5.92228 0.85152 1.15009
H: -5.60186 -1.04219 0.56261
H: -6.30029 -0.78301 2.24383
H: -7.54597 -0.40132 -0.59626
H: -8.30725 0.00959 1.04005
H: -7.62976 -2.45046 0.03523
H: -4.94406 0.90236 1.09481
C: 1.28604 3.86140 -1.50040
C: 1.47916 2.72581 -2.47853
O: 0.27412 2.48151 -3.18624
O: 0.96388 5.06090 -2.16629
H: 2.25276 4.03980 -0.98178
H: 0.49021 3.65056 -0.75780
H: 1.84927 1.81263 -1.99511
H: 2.25084 3.01405 -3.19497
H: -0.27282 1.83575 -2.73395
H: 0.09643 4.87167 -2.56892
C: -4.64493 4.84536 -2.01514
C: -3.24450 5.43160 -2.09276
O: -2.33938 4.49366 -2.64175
O: -4.96689 4.27858 -3.24918
H: -5.38477 5.58055 -1.69475
H: -4.65686 4.09743 -1.20297
H: -2.87085 5.69430 -1.09822
H: -3.26064 6.28111 -2.78428
H: -2.21885 3.74204 -2.02648
H: -4.45530 3.46007 -3.28651
C: -4.73997 0.69438 -2.21797
C: -3.22651 0.74927 -2.02656
O: -2.53325 0.46582 -3.20511
O: -5.21605 -0.62078 -2.00917
H: -4.99597 1.08326 -3.21523
H: -5.16499 1.28072 -1.40197
H: -2.96372 0.05990 -1.21188
H: -2.92209 1.72218 -1.62790
H: -2.62962 -0.48126 -3.41617
H: -4.69221 -1.20679 -2.57201

Results
Total energy ... -200295.5949 eV
Total charge ... -2
HOMO ... -3.6 eV
Kohn-Sham gap ... 6.387 eV

---

2.
Entry from OMol25: 2 unconnected molecules or ions with the total composition C18H22F3Si in a non-equilibrium geometry (ωB97M-V with the def2-TZVPD basis set).

Element x y z (Å)
C: -2.81665 0.18123 2.57804
C: -1.42256 0.60816 3.01549
Si: -0.29180 1.12698 1.59378
C: -1.02742 2.65779 0.81006
C: 1.33764 1.63905 2.39361
C: 2.08467 0.53316 3.12411
H: -0.07889 -0.00002 0.53811
H: -3.39133 -0.16605 3.44181
H: -3.38119 1.00415 2.12903
H: -2.77842 -0.64026 1.85781
H: -1.49262 1.45542 3.71460
H: -0.92544 -0.19725 3.57002
H: -1.16419 3.45650 1.55036
H: -0.36241 3.03033 0.02699
H: -1.99905 2.43566 0.36179
H: 1.95169 2.05245 1.58490
H: 1.13025 2.47639 3.07653
H: 3.04026 0.91252 3.49831
H: 1.53156 0.15188 3.98807
H: 2.30457 -0.30844 2.46174
F: 3.56613 1.50817 -2.98977
C: 3.26106 0.35564 -2.28170
C: 4.28872 -0.25824 -1.57589
C: 3.93346 -1.39843 -0.86395
F: 4.92960 -2.05720 -0.16158
C: 2.64739 -1.88471 -0.80434
C: 1.57359 -1.18516 -1.45613
C: 0.25907 -1.65522 -1.18963
C: -0.99869 -1.31871 -1.78859
C: -2.09523 -2.21180 -1.57568
C: -3.36966 -1.93263 -2.02344
C: -3.62127 -0.76917 -2.76727
C: -2.54783 0.06711 -3.02302
F: -2.78575 1.21314 -3.76563
C: -1.26048 -0.15985 -2.56596
C: 1.95215 -0.10840 -2.30254
H: 5.29921 0.12685 -1.58160
H: 2.43050 -2.79659 -0.26605
H: 0.23610 -2.56935 -0.57888
H: -1.89780 -3.14527 -1.05353
H: -4.19349 -2.61644 -1.80719
H: -4.61853 -0.52836 -3.12317
H: -0.48041 0.55610 -2.79363
H: 1.24348 0.35890 -2.97595

Results
Total energy ... -35045.1440 eV
Total charge ... +1
HOMO ... -12.4 eV
Relative energy (zero: lowest compared OMol25 entry of this formula, charge and spin) ... 12.6 kcal/mol
Kohn-Sham gap ... 5.814 eV

---

3.
Entry from OMol25: a molecular structure, C2H3BeLiO2 in a non-equilibrium geometry (ωB97M-V with the def2-TZVPD basis set).

Element x y z (Å)
H: -0.23847 1.75959 -1.94581
O: 1.19219 -0.07314 -0.72250
C: 0.77082 -0.47405 0.50255
C: -0.51208 -0.19367 0.85622
O: -1.28672 0.40840 -0.08304
Li: -0.47516 -1.04053 -0.81121
Be: 0.04370 1.12998 -0.75599
H: 1.46026 -1.02819 1.14731
H: -0.95453 -0.48838 1.81246

Results
Total energy ... -6824.9225 eV
HOMO ... -8.8 eV
Relative energy (zero: lowest compared OMol25 entry of this formula, charge and spin) ... 0.0 kcal/mol
Kohn-Sham gap ... 8.487 eV

---

no.,E_LUMO (Eh)
1,0.10076
2,-0.24284
3,-0.01117